Entry 1:
Formula: C3H6O2
Source: the OMol25 dataset
Level of theory: ωB97M-V with the def2-TZVPD basis set

Summary:
Frontier orbital gap ... 11.4 eV
Structure (SMILES) ... OC[C@H]1CO1
ΔE to the lowest compared entry with this formula, charge and spin ... 45.4 kcal per mole
E_HOMO ... -0.3811 hartree
LUMO ... 1.061 eV
Max |F| ... 0.30 eV/Å
Electronic energy ... -7301.71135 eV
Spin multiplicity ... 1

Last column: natural (NBO) charge in e.
Element x y z (Å)
O1 0.076 1.175 -1.294  -0.7111
C1 0.560 1.055 0.020  -0.0853
C2 0.249 -0.312 0.592  0.0253
C3 -0.952 -1.039 0.191  -0.1182
O2 0.324 -1.362 -0.366  -0.5090
H1 0.317 0.345 -1.734  0.4766
H2 1.649 1.220 0.067  0.1653
H3 0.080 1.833 0.624  0.1860
H4 0.708 -0.545 1.555  0.1880
H5 -1.646 -0.570 -0.505  0.1965
H6 -1.366 -1.799 0.851  0.1857

Entry 2:
Formula: C3H6O2
Source: the OMol25 dataset
Level of theory: ωB97M-V with the def2-TZVPD basis set

Summary:
Frontier orbital gap ... 10.7 eV
Structure (SMILES) ... COCC=O
ΔE to the lowest compared entry with this formula, charge and spin ... 37.1 kcal per mole
E_HOMO ... -0.3600 hartree
LUMO ... 0.942 eV
Max |F| ... 0.50 eV/Å
Electronic energy ... -7302.06815 eV
Spin multiplicity ... 1

Last column: natural (NBO) charge in e.
Element x y z (Å)
C1 0.814 -0.598 1.142  -0.2558
O1 1.024 0.348 0.117  -0.5233
C2 -0.172 0.879 -0.386  -0.1800
C3 -0.906 -0.108 -1.277  0.4105
O2 -2.086 -0.052 -1.515  -0.5084
H1 0.289 -0.154 2.001  0.1704
H2 0.236 -1.467 0.791  0.1657
H3 1.798 -0.941 1.466  0.2003
H4 0.104 1.738 -1.009  0.2198
H5 -0.850 1.238 0.404  0.1905
H6 -0.251 -0.883 -1.732  0.1105

Entry 3:
Formula: C3H6O2P
Source: the OMol25 dataset
Level of theory: ωB97M-V with the def2-TZVPD basis set

Summary:
Frontier orbital gap (alpha / beta) ... 6.5 / 5.7 eV
ΔE to the lowest compared entry with this formula, charge and spin ... 77.1 kcal per mole
E_HOMO (alpha / beta) ... -0.0913 / -0.0630 hartree
Total charge ... -1
LUMO (alpha / beta) ... 4.018 / 3.968 eV
Max |F| ... 5.40 eV/Å
Electronic energy ... -16590.92726 eV
Spin multiplicity ... 1

Last column: natural (NBO) charge in e.
Element x y z (Å)
C1 -1.548 -1.106 0.629  -0.3661
C2 -0.228 -1.185 0.815  -0.6355
C3 0.613 0.950 -1.844  -1.0919
O1 -0.244 1.449 1.747  -1.0982
O2 2.058 0.334 1.572  -1.0884
P1 0.584 0.341 1.258  2.1609
H1 -2.112 -1.970 0.267  0.1848
H2 -1.975 -0.164 0.822  0.2192
H3 0.488 -2.097 0.611  0.2411
H4 1.257 0.479 -2.607  0.1587
H5 -0.238 1.452 -2.077  0.1492
H6 1.345 1.518 -1.193  0.1662

Entry 4:
Formula: C3H6O2P
Source: the OMol25 dataset
Level of theory: ωB97M-V with the def2-TZVPD basis set

Summary:
Frontier orbital gap ... 6.4 eV
Structure (SMILES) ... C=C[P@@](=C)([O-])O
ΔE to the lowest compared entry with this formula, charge and spin ... 60.1 kcal per mole
E_HOMO ... -0.0861 hartree
Total charge ... -1
LUMO ... 4.095 eV
Max |F| ... 5.46 eV/Å
Electronic energy ... -16591.66560 eV
Spin multiplicity ... 1

Last column: natural (NBO) charge in e.
Element x y z (Å)
C1 -2.161 -0.454 0.137  -0.3821
C2 -0.932 -0.710 -0.355  -0.5648
P1 0.716 -0.330 0.173  2.0072
C3 1.432 1.476 0.543  -1.2566
O1 1.081 -1.418 1.083  -1.1596
O2 1.442 -0.457 -1.283  -1.0346
H1 -3.026 -0.795 -0.320  0.1696
H2 -2.318 0.153 1.038  0.1835
H3 -0.876 -1.062 -1.366  0.2073
H4 1.416 1.934 1.569  0.1682
H5 0.772 2.080 -0.158  0.1553
H6 2.456 -0.418 -1.060  0.5065